{"formula": "C4H14N2O", "method": "ωB97M-V/def2-TZVPD", "multiplicity": 1, "relative_energy_ev": 1.7789, "max_force_ev_per_a": 0.9, "smiles": "NCCO.CNC", "symbols": ["N", "C", "C", "O", "H", "H", "H", "H", "H", "H", "H", "C", "N", "C", "H", "H", "H", "H", "H", "H", "H"], "coordinates": [[-2.47378, -1.98969, -0.26664], [-1.34778, -1.09853, 0.06212], [-1.37752, -0.95092, 1.58064], [-0.31531, -0.14111, 2.07478], [-2.39215, -2.29174, -1.21833], [-3.30353, -1.44030, -0.21590], [-1.43689, -0.10140, -0.38350], [-0.41540, -1.54856, -0.27076], [-1.28761, -1.96890, 1.96918], [-2.35974, -0.55822, 1.86037], [-0.24674, -0.38216, 3.00027], [2.47216, 1.73157, -0.03714], [1.45040, 0.72840, -0.34171], [1.10041, 0.77728, -1.75674], [3.35244, 1.51504, -0.64379], [2.13177, 2.74963, -0.27079], [2.74317, 1.68084, 1.01288], [0.63862, 0.95325, 0.22523], [0.77601, 1.76268, -2.12468], [0.29305, 0.07605, -1.94717], [1.99841, 0.49679, -2.30832]], "forces_ev_per_angstrom": [[0.818, 0.196, 0.150], [-0.270, 0.104, 0.534], [0.294, -0.595, -0.434], [-0.429, -0.087, -0.116], [-0.009, -0.221, -0.451], [-0.838, 0.214, 0.029], [0.071, -0.020, -0.164], [0.091, 0.019, 0.090], [-0.111, 0.041, 0.166], [-0.007, 0.109, 0.144], [0.268, 0.245, 0.153], [-0.279, -0.268, -0.245], [-0.014, 0.582, -0.049], [0.149, 0.030, 0.343], [0.101, 0.078, 0.075], [0.126, 0.082, 0.002], [0.050, -0.012, 0.106], [0.034, -0.293, 0.007], [0.052, 0.084, 0.106], [0.063, -0.166, -0.195], [-0.160, -0.120, -0.253]]}

***

{"formula": "C4H14N2O", "method": "ωB97M-V/def2-TZVPD", "multiplicity": 1, "relative_energy_ev": 1.2180, "max_force_ev_per_a": 0.9, "smiles": "CNCCCN.O", "symbols": ["C", "N", "C", "C", "C", "N", "H", "H", "H", "H", "H", "H", "H", "H", "H", "H", "H", "H", "O", "H", "H"], "coordinates": [[2.55403, 0.31892, -0.62010], [1.29055, 0.20559, 0.09597], [0.12839, -0.12778, -0.73371], [-0.44562, -1.50949, -0.40700], [-1.40605, -1.43783, 0.77924], [-2.65902, -0.74226, 0.41660], [2.77040, -0.55867, -1.25293], [2.57289, 1.18357, -1.27241], [3.35370, 0.38092, 0.10667], [1.40986, -0.37649, 0.90922], [0.44518, -0.02848, -1.77461], [-0.65278, 0.62154, -0.56151], [0.37775, -2.16406, -0.13111], [-0.96666, -1.91234, -1.26870], [-0.93967, -0.84267, 1.55872], [-1.60508, -2.45845, 1.12822], [-2.98282, -1.08613, -0.48317], [-3.37328, -1.04190, 1.07359], [0.48716, 2.97716, 0.35857], [0.26346, 3.12797, 1.28512], [0.89648, 2.08671, 0.35287]], "forces_ev_per_angstrom": [[-0.054, -0.857, -0.091], [0.284, 0.735, -0.143], [-0.023, 0.076, 0.255], [-0.016, 0.637, 0.300], [-0.344, -0.029, -0.599], [0.061, -0.433, 0.041], [-0.064, 0.047, 0.046], [-0.052, 0.313, 0.027], [0.240, 0.246, 0.077], [-0.246, -0.209, -0.001], [-0.114, -0.195, -0.008], [0.044, -0.064, -0.142], [0.100, -0.289, -0.219], [-0.073, -0.258, -0.193], [0.111, -0.151, 0.394], [0.160, 0.113, 0.192], [0.058, 0.032, -0.015], [-0.022, 0.290, 0.000], [0.113, -0.033, 0.193], [0.023, 0.004, -0.214], [-0.184, 0.023, 0.098]]}